Record 1
Formula: C3H8NS
Source: the Open Molecules 2025 dataset
Level of theory: wB97M-V/def2-TZVPD

```
13
Properties=species:S:1:pos:R:3:forces:R:3
C 0.16933 -2.48555 -0.46274 0.36 -0.07 0.44
S 1.78799 -1.70747 -0.79922 0.22 -0.28 -0.24
H 0.30181 -3.38376 0.15430 -0.01 0.01 -0.17
H -0.35434 -2.77713 -1.37359 -0.11 0.09 -0.02
H -0.44270 -1.81264 0.13882 -0.27 0.06 -0.14
C -0.84891 1.96037 1.19421 -0.31 0.69 -0.72
C -0.45943 1.24832 0.12749 -0.22 -0.86 0.01
N 0.72606 1.24675 -0.52414 0.15 1.00 -0.37
H -0.25992 2.81007 1.51422 0.08 -0.07 0.48
H -1.90340 1.90890 1.42256 -0.01 0.17 0.37
H -1.19997 0.57902 -0.28692 0.04 -0.52 0.01
H 1.28041 2.05481 -0.28463 0.50 -0.38 0.06
H 1.20309 0.35830 -0.82034 -0.43 0.16 0.29
```
Positions in Å, forces in eV/Å.

F_max: 1.07 eV/Å
Lowest unoccupied orbital energy: 4.2 eV
Net charge: -1
Relative energy (zero: lowest compared OMol25 entry of this formula, charge and spin): 0.9011 eV
DFT total energy: -15566.141 eV
HOMO-LUMO gap: 6.8 eV

Record 2
Formula: C26H45Cl3O2OsP2
Source: the Open Molecules 2025 dataset
Level of theory: wB97M-V/def2-TZVPD

```
79
Properties=species:S:1:pos:R:3:forces:R:3
Os -0.31736 0.05584 0.60204 8.76 -1.49 -1.35
C -1.76248 1.56903 0.67658 -1.89 1.43 -0.44
C -2.20100 0.65128 -0.35995 -2.09 0.90 0.39
C -1.97120 -0.52978 1.62732 -2.50 -0.63 1.32
C -1.73449 0.85578 1.91837 -1.92 0.49 1.05
C -2.31388 -0.64216 0.21527 -1.91 -0.02 -0.17
C -1.83776 3.09239 0.54089 0.21 0.47 -0.25
H -1.51466 3.47868 -0.45160 -0.12 -0.49 0.53
H -1.23797 3.64607 1.28849 -0.24 -0.55 -0.31
H -2.87916 3.47460 0.66876 0.57 -0.64 -0.02
C -1.77359 1.45915 3.27378 0.52 0.10 1.04
H -1.56430 2.53684 3.29146 -0.10 -0.35 -0.20
H -1.03785 0.99008 3.94185 -0.34 0.21 -0.27
H -2.75032 1.31659 3.76595 0.17 -0.05 -0.47
C -2.26440 -1.59808 2.64048 0.14 -0.65 0.80
H -3.33958 -1.70511 2.89185 0.38 0.37 -0.48
H -1.74646 -1.40998 3.59551 -0.25 0.01 -0.58
H -1.92574 -2.60912 2.34024 -0.09 0.61 -0.03
C -3.17154 -1.79926 -0.27413 -0.20 -0.63 -0.30
H -4.23663 -1.56854 -0.03962 0.70 0.14 -0.06
H -2.97861 -2.75681 0.25153 0.10 0.75 -0.22
H -3.15826 -2.03185 -1.35865 0.27 0.39 0.52
C -2.97934 1.18027 -1.51671 -0.32 0.25 -0.78
H -3.92405 1.60054 -1.10216 0.51 -0.26 -0.19
H -3.28176 0.41760 -2.24478 0.19 0.11 0.19
H -2.50649 2.01836 -2.05560 -0.03 -0.36 0.21
C 1.45013 0.45106 -2.85662 0.58 -1.57 0.03
C 0.42486 1.33017 -3.00662 -1.65 0.42 -0.36
C -0.15827 1.65902 -4.35585 -0.27 0.56 -0.30
C -1.04527 0.49903 -4.92428 -0.03 0.24 -0.25
C -1.10386 -0.74077 -4.04904 -1.41 1.28 -0.21
C -0.06250 -1.58710 -3.95934 1.31 -1.18 0.14
C 1.24557 -1.34388 -4.67059 0.33 -0.08 -0.17
C 2.11913 -0.21885 -4.02527 0.68 -0.29 -0.20
H 0.64563 1.88659 -5.07963 -0.25 -0.06 0.34
H -0.60660 0.21006 -5.89555 -0.30 -0.05 0.27
H -0.76552 2.58198 -4.27147 0.35 -0.55 -0.06
H 2.38213 0.51875 -4.80223 -0.06 -0.17 0.33
H 1.83026 0.10592 -1.88419 -0.41 0.64 -0.11
H -0.10561 1.82087 -2.17642 0.71 -0.40 0.05
H 3.07024 -0.66093 -3.67671 -0.46 0.26 -0.20
H 1.80752 -2.29133 -4.72893 -0.16 0.52 0.11
H -0.19007 -2.58774 -3.50949 -0.07 0.69 0.00
H 1.03954 -1.05119 -5.71393 -0.06 -0.24 0.27
H -2.06097 0.86355 -5.15921 0.50 -0.16 0.32
H -2.09316 -1.02391 -3.64380 0.74 0.12 -0.09
P 1.59076 1.79025 1.13834 -0.90 0.21 1.16
C 1.26390 2.63185 2.73462 -0.11 0.01 0.50
H 2.14860 3.24448 2.96553 -0.23 -0.11 -0.18
H 1.12166 1.94507 3.57860 0.01 0.34 -0.67
H 0.39625 3.30217 2.67956 0.26 -0.18 -0.13
C 3.30233 1.26436 1.39060 0.79 -0.54 -0.13
H 3.86051 2.12023 1.81908 -0.35 -0.34 -0.25
H 3.79659 0.98420 0.44821 -0.20 0.10 0.17
H 3.39971 0.42977 2.10170 -0.29 0.32 -0.38
C 1.83168 3.29562 0.17671 0.20 0.67 -0.84
H 2.32546 3.09974 -0.78576 -0.14 0.05 0.18
H 2.49034 3.96978 0.75881 -0.29 -0.37 -0.31
H 0.89448 3.84151 -0.01698 0.27 -0.31 0.11
P 0.84049 -2.24628 0.33743 -0.42 -0.61 1.78
C -0.32287 -3.59395 -0.08061 -0.44 -0.73 -1.05
H 0.28311 -4.43889 -0.45675 -0.31 0.27 0.10
H -1.11078 -3.37361 -0.81145 0.40 0.04 0.02
H -0.82982 -3.96195 0.83860 0.46 0.50 -0.51
C 2.49078 -2.57073 -0.37208 0.75 -0.17 -1.12
H 2.47157 -2.75202 -1.45838 0.07 0.21 0.23
H 2.90722 -3.48880 0.10099 -0.46 0.62 -0.35
H 3.21974 -1.76145 -0.15769 -0.62 -0.26 -0.08
C 1.26644 -3.13265 1.86512 0.10 0.14 1.15
H 1.48204 -4.18022 1.60210 -0.03 0.39 -0.11
H 0.44550 -3.12183 2.59101 0.33 0.11 -0.22
H 2.15620 -2.71155 2.34581 -0.19 -0.02 0.00
Cl 1.80048 -1.37079 6.38759 0.12 0.14 -0.03
C 1.57651 -0.14995 5.15824 -0.42 0.01 -0.47
Cl 0.61408 1.20731 5.88471 0.42 -0.42 -0.25
Cl 3.18752 0.45028 4.63160 -0.50 -0.10 0.24
C 0.73499 -0.78358 3.90273 0.27 -1.79 1.27
O 0.21883 -1.86522 4.17363 0.09 1.16 0.06
O 0.73138 -0.18684 2.79035 0.74 0.57 0.26
```
Positions in Å, forces in eV/Å.

F_max: 8.99 eV/Å
Lowest unoccupied orbital energy (spin up / spin down): -5.9 / -10.6 eV
2S+1: 5
Net charge: +2
DFT total energy: -90378.596 eV
HOMO-LUMO gap (spin up / spin down): 6.4 / 3.3 eV
⟨S²⟩: 6.021

Record 3
Formula: C3H8OS
Source: the Open Molecules 2025 dataset
Level of theory: wB97M-V/def2-TZVPD

```
13
Properties=species:S:1:pos:R:3:forces:R:3
C -1.34087 1.55308 -0.12273 0.90 -0.41 1.24
C -1.62054 0.94860 1.05369 0.54 0.54 -0.68
O -0.66349 0.57953 1.98980 -1.48 0.73 -0.34
H -2.09993 1.69325 -0.86039 -0.46 0.22 -0.15
H -0.32065 1.92709 -0.37058 -0.82 -0.56 0.29
H -2.64165 0.71515 1.36165 0.26 0.00 -0.10
H -0.01923 0.10918 1.47356 1.06 -0.50 -0.11
C 1.39365 -0.96277 -1.17337 -1.10 -0.11 0.15
S 0.81726 -1.84240 0.34047 0.82 0.01 -0.27
H 2.31947 -0.46843 -0.99681 0.74 0.30 0.24
H 1.50563 -1.68911 -1.97658 -0.16 0.27 -0.09
H 0.64362 -0.16986 -1.39539 0.40 -0.84 0.01
H 2.02673 -2.39329 0.67670 -0.70 0.35 -0.16
```
Positions in Å, forces in eV/Å.

F_max: 1.69 eV/Å
Structure (SMILES): C=CO.CS
Lowest unoccupied orbital energy: 0.7 eV
Relative energy (zero: lowest compared OMol25 entry of this formula, charge and spin): 1.0404 eV
DFT total energy: -16122.197 eV
HOMO-LUMO gap: 9.9 eV

Record 4
Formula: C35H38Cl2NOSi
Source: the Open Molecules 2025 dataset
Level of theory: wB97M-V/def2-TZVPD

```
78
Properties=species:S:1:pos:R:3:forces:R:3
Cl -4.79082 -6.61042 -0.67907 0.40 0.41 0.18
C -3.68765 -5.42843 -0.08741 0.74 0.04 0.35
C -2.71032 -4.87508 -0.93745 0.06 0.15 0.20
C -1.88404 -3.85400 -0.47467 -0.02 0.15 0.15
C -2.07839 -3.29705 0.82945 0.45 -0.47 0.81
C -1.63693 -1.97627 1.18346 -1.13 -1.18 -1.17
C -2.35204 -1.23071 2.15627 -0.41 1.83 0.71
C -3.00607 -0.04300 1.87717 1.22 -0.94 -0.34
C -3.70366 0.80243 2.80936 -1.35 0.70 1.00
C -3.88619 2.18872 2.51761 -0.11 -0.58 0.04
C -4.52603 3.04516 3.41085 0.13 -0.44 0.25
C -5.00591 2.54482 4.63560 0.79 -0.77 -0.67
Cl -5.58250 3.62114 5.83856 -0.21 0.00 -0.05
C -4.93176 1.16587 4.90019 0.21 0.03 -0.35
C -4.31212 0.30108 3.98901 0.13 0.56 -0.21
C -2.88043 -4.05558 1.74410 -0.66 -0.31 -0.51
C -3.66840 -5.11343 1.29061 0.28 0.48 0.24
H -2.59225 -5.28266 -1.93988 -0.07 0.24 0.19
H -1.09379 -3.45383 -1.11620 -0.40 0.02 0.10
H -0.87928 -1.47321 0.57858 -0.20 0.14 -0.31
H -2.39662 -1.59703 3.18873 -0.25 -0.22 -0.33
H -3.04735 0.31626 0.84594 0.30 -0.19 0.31
H -3.52123 2.57928 1.56347 -0.04 -0.09 0.37
H -4.63474 4.10251 3.19196 0.06 -0.16 -0.01
H -5.34947 0.78514 5.82676 0.02 0.01 -0.16
H -4.33568 -0.78169 4.13899 0.06 0.41 0.21
H -2.87759 -3.79012 2.80855 -0.16 -0.13 -0.53
H -4.27191 -5.70278 1.98449 0.13 0.30 -0.26
C -1.66890 1.68473 -0.83458 -0.35 -0.05 0.07
Si 0.00378 2.48422 -0.89824 0.62 -0.93 -0.28
C 0.25691 3.41259 -2.47067 -0.07 0.42 -0.06
C 0.27657 3.44039 0.67180 -0.03 0.25 0.08
O 0.92070 1.09605 -0.91648 -0.23 -0.25 -0.19
C 2.16616 0.47709 -1.12672 0.05 0.06 -0.21
C 2.24115 -0.22142 -2.48444 0.11 0.25 -0.07
C 1.07329 -0.61278 -3.14416 0.53 0.14 -0.27
C 1.18271 -1.19839 -4.41421 -0.01 0.05 0.43
C 2.43590 -1.34733 -5.01662 -0.06 0.13 0.01
C 3.60367 -0.99284 -4.32604 -0.22 -0.32 0.30
C 3.50606 -0.53398 -3.01042 -0.36 0.08 -0.38
C 3.27337 1.57700 -0.96922 -0.76 0.11 -0.60
C 3.83599 2.18104 -2.11081 0.36 -0.24 0.26
C 4.81797 3.17246 -1.96510 -0.53 0.03 -0.25
C 4.91306 3.85309 -0.75670 -0.01 -0.33 -0.07
C 4.19152 3.38407 0.33827 0.08 -0.37 0.07
C 3.50093 2.17345 0.27485 0.15 0.05 -0.38
C 2.25980 -0.69631 -0.11623 1.68 -0.07 0.52
C 2.04266 -2.18433 -0.51026 -0.14 0.44 0.15
C 1.83323 -2.85109 0.87191 0.00 -0.34 0.07
C 1.71092 -1.69768 1.89114 0.68 0.10 -0.06
N 1.43470 -0.54453 1.03919 -1.29 0.11 1.12
H -2.46980 2.40333 -0.61104 0.06 -0.26 -0.05
H -1.91754 1.13125 -1.75106 0.07 0.21 0.18
H -1.56989 0.95795 -0.01770 -0.06 0.23 -0.21
H -0.61783 4.04418 -2.67773 0.22 -0.05 -0.05
H 1.14187 4.05303 -2.41920 -0.05 -0.03 -0.11
H 0.37818 2.70410 -3.29738 -0.02 0.10 0.10
H -0.56330 4.12599 0.84838 0.16 -0.07 -0.01
H 0.35342 2.77617 1.54186 -0.04 0.06 -0.15
H 1.19174 4.03509 0.61896 -0.06 -0.02 0.05
H 0.10806 -0.45842 -2.64296 0.41 0.04 -0.42
H 0.26698 -1.52672 -4.90641 0.33 0.07 -0.09
H 2.50210 -1.74913 -6.02784 0.00 0.13 0.25
H 4.58835 -1.07577 -4.79703 -0.42 -0.18 0.17
H 4.40198 -0.35671 -2.40256 -0.38 0.09 -0.45
H 3.54628 1.85816 -3.11799 0.38 0.00 0.57
H 5.45940 3.42505 -2.81531 -0.48 0.21 0.25
H 5.54923 4.72703 -0.67326 -0.05 -0.09 0.07
H 4.17531 3.94124 1.25930 0.29 0.02 0.26
H 3.13733 1.70288 1.18637 -0.16 0.26 -0.13
H 3.31946 -0.70008 0.20084 0.15 0.12 -0.02
H 1.21047 -2.30907 -1.20725 -0.07 -0.01 0.21
H 2.93408 -2.57548 -1.00520 -0.18 0.05 -0.02
H 0.93482 -3.47828 0.93961 0.22 0.01 -0.31
H 2.69909 -3.48985 1.09890 -0.40 0.14 0.08
H 0.93393 -1.86413 2.64848 0.07 0.11 -0.16
H 2.68171 -1.60791 2.42058 -0.35 0.11 -0.05
H 1.45549 0.36348 1.51534 0.18 -0.58 -0.42
```
Positions in Å, forces in eV/Å.

F_max: 2.01 eV/Å
Lowest unoccupied orbital energy: -5.7 eV
Net charge: +1
Relative energy (zero: lowest compared OMol25 entry of this formula, charge and spin): 0.8532 eV
DFT total energy: -73364.912 eV
HOMO-LUMO gap: 5.1 eV